Record 1
Here is a single C22H23NO6S2 molecule at a distorted geometry from OMol25. Energies are from wB97M-V/def2-TZVPD.

Structure (SMILES): COc1ccc(CCN(Cc2cccs2)S(=O)(=O)c2ccc(C(=O)O)cc2)cc1OC
LUMO energy, eV: -0.125
Gap between HOMO and LUMO, Ha: 0.2905

Last column: Löwdin charge in e.
Atoms and positions in Å:
H: -3.466725 0.755063 -2.636701  0.106
C: 5.212620 0.175832 -0.253121  -0.129
C: 3.332625 1.211694 -1.323190  -0.045
C: -5.222336 -1.032222 -3.067171  -0.087
C: -0.568168 1.368379 1.958391  -0.188
H: -4.252202 -1.267189 -3.518415  0.096
H: 5.040790 0.444908 -2.371558  0.121
H: -5.541820 -0.036947 -3.394125  0.097
H: 1.667587 -1.317345 -1.972950  0.120
H: -6.057253 -2.298064 2.461748  0.095
H: -3.553812 0.303004 2.262537  0.113
C: 3.392110 1.001365 1.079385  -0.056
H: 5.150690 0.052348 1.876623  0.128
O: 7.104487 -0.943438 0.664152  0.112
H: -5.956196 -1.769170 -3.389926  0.094
O: -5.220851 -1.362952 0.910310  -0.064
C: 2.928371 -2.478016 -0.592597  -0.182
S: 1.725448 -1.868449 1.579657  1.037
H: 7.856924 -1.121224 -1.515314  0.136
H: 0.028324 2.020445 2.599835  0.116
S: 1.114370 2.113198 0.046830  0.680
C: 4.626098 0.386459 0.994513  0.008
H: -0.911512 -0.715458 0.537333  0.131
C: -4.341424 -0.295176 -0.987678  -0.200
C: 2.751896 1.390475 -0.082561  -0.260
C: 4.571389 0.602548 -1.413534  0.003
N: 0.317728 0.924533 0.904355  -0.234
C: -1.790100 2.154986 1.457428  -0.122
C: 1.126589 -1.197653 0.098753  -0.515
H: -0.249966 0.060822 -0.914347  0.118
H: 3.619752 -2.906693 -1.295280  0.106
C: -3.498866 0.637671 -1.565560  -0.004
O: 0.581769 2.252057 -1.280980  -0.283
H: -1.421987 3.012311 0.892645  0.110
H: -2.020663 2.150857 -1.251925  0.107
C: -2.694971 1.321308 0.596242  -0.249
C: -2.682238 1.440679 -0.779777  -0.050
O: 7.003286 -0.660910 -1.544073  0.110
H: -0.875505 0.488832 2.530077  0.129
C: -5.311888 -1.520363 2.302803  -0.085
C: 2.976363 -2.700471 0.743581  -0.406
H: -2.334801 2.520338 2.331114  0.124
H: 2.795015 1.542973 -2.197536  0.117
C: -4.363592 -0.422650 0.419363  -0.191
O: 1.191485 3.279427 0.874537  -0.265
C: 1.869985 -1.615984 -0.960241  -0.135
O: -5.180259 -1.129070 -1.666373  -0.067
C: 6.519706 -0.523245 -0.301725  -0.488
H: -5.642004 -0.598526 2.793736  0.097
C: -0.021826 -0.244145 0.112541  -0.206
H: -4.358832 -1.841246 2.738029  0.095
H: 3.668770 -3.303311 1.295871  0.064
C: -3.543625 0.384235 1.186333  0.020
H: 2.909260 1.173151 2.027910  0.120

Atoms 1-3, force components in eV/Å:
-0.04 -0.04 -0.12
-0.26 0.21 -0.09
-0.11 0.20 -0.08


Record 2
Here is a single C22H23NO7 molecule from OMol25. Energies are from wB97M-V/def2-TZVPD.

Structure (SMILES): COc1cc(NC(=O)COc2ccc3c(C)cc(=O)oc3c2C)cc(OC)c1OC
LUMO energy, eV: 0.054
Gap between HOMO and LUMO, Ha: 0.3036

Last column: Löwdin charge in e.
Atoms and positions in Å:
C: -3.873009 -0.154607 0.332189  -0.133
C: 0.592492 -3.092396 0.146840  -0.464
H: -5.843680 2.563267 -1.497330  0.126
C: -1.996738 -1.759257 -0.933876  0.006
O: 5.136413 -0.950853 -0.976794  -0.053
C: -5.496421 1.592588 0.381096  -0.443
O: 1.276913 -3.623746 -0.696390  0.086
C: -2.673447 -0.799545 -1.650363  -0.001
H: 3.160673 -2.350169 -0.550410  0.117
H: -4.785106 2.075722 -3.554151  0.082
H: -1.259351 -2.365995 -1.434196  0.115
H: 1.538204 2.191271 3.133375  0.098
O: -4.770047 0.608373 0.998176  0.122
O: 4.976810 1.770036 0.113306  -0.118
H: -0.461544 -4.452248 1.428827  0.146
H: -4.369225 0.368488 -3.754546  0.093
C: 2.793396 1.172310 0.962810  -0.195
H: -2.457785 -0.681830 -2.699449  0.113
H: 7.016206 -0.905382 -1.637292  0.095
H: 0.720974 2.803391 1.664900  0.098
O: -1.628890 -2.844326 1.222007  -0.052
C: 1.777399 0.247201 1.124722  0.035
H: -3.107563 1.542340 -3.381757  0.093
H: -4.393510 -0.812279 2.813505  0.084
H: -2.658123 -0.910881 3.129085  0.092
C: 1.648482 2.823208 2.246899  -0.076
H: -3.552706 -2.378957 2.760999  0.088
H: 0.146883 -1.614500 1.439543  0.145
H: 6.725256 0.173565 -0.245702  0.098
C: -5.258216 1.784975 -1.033872  0.060
H: 4.361180 2.630107 -1.674921  0.098
H: -1.162451 -4.300865 -0.194136  0.141
C: -3.201886 -1.128351 1.074268  -0.109
C: 3.045061 -1.371019 -0.119928  0.068
C: -4.367820 1.048344 -1.733887  -0.199
C: -2.259117 -1.929914 0.426042  -0.217
C: -3.475067 -1.318148 2.534027  -0.002
H: 6.151211 0.631800 -1.868783  0.092
O: 2.755846 2.436883 1.471273  -0.086
N: 0.846578 -1.921667 0.774778  0.153
C: 3.958779 0.840095 0.240267  -0.139
H: 3.881619 3.513302 -0.200913  0.083
C: -0.715035 -3.741947 0.635413  -0.084
C: -3.624007 0.023317 -1.041098  -0.109
C: 6.315681 -0.203828 -1.183866  -0.063
C: 1.905086 -1.027230 0.573869  -0.207
C: -4.146149 1.274613 -3.193480  -0.034
C: 4.082651 -0.448133 -0.290457  -0.184
H: 0.883842 0.496400 1.674750  0.106
O: -6.271752 2.225601 1.053929  0.115
H: 1.853679 3.845956 2.559420  0.096
H: 5.588808 3.492352 -0.707860  0.094
C: 4.668499 2.912552 -0.660855  -0.069

Atoms 1-3, force components in eV/Å:
0.64 -0.49 -0.56
-0.52 0.00 0.24
-0.04 0.05 -0.03


Record 3
Here is C22H24AgBrFN2O2S as an isolated structure at a distorted geometry from OMol25. Energies are from wB97M-V/def2-TZVPD.

Charge: +2
LUMO energy (spin up / spin down), eV: -8.585 / -9.267
2S+1: 2
<S²>: 0.805
Gap between HOMO and LUMO (spin up / spin down), Ha: 0.1688 / 0.1406

Last column: Löwdin charge in e.
Atoms and positions in Å:
H: 0.145191 -1.371900 -0.662137  0.109
H: 3.899351 1.101372 -0.134401  0.097
Ag: 1.229775 -5.951505 1.573769  0.945
C: -1.521719 -3.914425 -1.384114  -0.082
H: 5.135711 3.546049 -0.399371  0.103
C: 0.025047 -0.909102 2.247607  -0.064
O: -1.564032 -0.340984 0.230956  -0.090
H: -2.065893 -4.715022 -2.000567  0.093
H: -3.755107 -1.794455 -2.690122  0.099
C: 1.466516 4.669977 -0.537997  0.003
C: 3.983934 3.485206 -0.403383  -0.056
H: 0.091737 -3.134288 2.881868  0.101
H: -3.498715 -1.803806 -0.848144  0.079
H: 0.871118 5.645020 -0.643552  0.101
C: -1.616062 -1.303093 -2.125827  -0.271
O: 2.171552 -1.703678 0.764641  0.105
S: 1.230985 3.382579 4.887717  1.058
C: -1.331851 -3.162945 -3.982144  -0.087
C: 3.308348 2.086346 -0.255555  -0.054
H: -0.348289 0.362299 -1.340807  0.127
C: -0.762944 1.634409 1.802593  0.085
C: -0.823853 3.189758 -0.402377  -0.151
H: -2.251982 -3.525021 -0.587591  0.068
C: 1.747453 2.027089 -0.275490  -0.047
Br: 1.946465 -1.711720 4.575102  0.791
H: -0.651908 -2.782572 1.155117  0.113
C: 1.628859 -2.712579 1.292718  -0.281
C: 0.083769 2.079848 3.086105  -0.192
H: -2.471797 -3.257917 -4.170891  0.093
H: -2.567057 2.412977 0.762035  0.144
F: 2.337021 -3.983752 1.357828  -0.064
H: 1.265270 0.984976 -0.160806  0.054
H: -1.204511 2.539984 -1.286679  0.124
C: 0.857365 -0.411302 3.506948  -0.362
C: 3.053814 4.741368 -0.563606  -0.040
C: 0.923624 1.089783 3.985499  -0.296
C: -0.712100 -0.658259 -0.918057  -0.115
H: -0.599971 -4.379430 -0.844887  0.050
H: 3.602689 5.752314 -0.706321  0.103
H: -0.913209 -2.279628 -4.608961  0.093
H: -0.765632 -4.123563 -4.277601  0.092
C: 0.776004 3.245599 -0.386999  -0.170
H: 0.136743 -2.726034 -2.357968  0.130
N: 1.648895 1.706254 5.074344  -0.186
H: -1.688729 3.725103 1.700690  0.136
H: -3.616216 -0.193159 -1.760307  0.097
C: -0.817949 0.097290 1.351028  -0.038
C: -1.500590 2.811937 1.008018  -0.123
C: -1.020495 -2.776319 -2.430294  -0.365
H: -1.184022 4.265287 -0.657935  0.132
H: -1.442042 -0.659459 -3.076203  0.148
C: 0.136985 -2.491481 1.933099  -0.073
N: 0.187588 3.463318 3.528824  -0.193
C: -3.195133 -1.268741 -1.825413  -0.072

Atoms 1-3, force components in eV/Å:
-1.21 1.26 -0.12
-1.07 1.95 -0.28
-0.06 -0.44 -0.03


Record 4
Here is C22H24Cl3FeNO3P2 as an isolated structure at a distorted geometry from OMol25. Energies are from wB97M-V/def2-TZVPD.

Charge: +1
LUMO energy (spin up / spin down), eV: -3.870 / -5.826
2S+1: 6
<S²>: 8.863
Gap between HOMO and LUMO (spin up / spin down), Ha: 0.2338 / 0.2015

Last column: Löwdin charge in e.
Atoms and positions in Å:
H: 2.916853 -3.484672 -1.864353  0.123
H: 1.927252 -2.393865 1.778253  0.034
P: -2.173717 0.566570 0.397794  0.844
H: 0.668424 -3.890011 -0.826924  0.098
Cl: 1.403997 2.143361 3.936908  0.620
H: -1.956693 2.979119 0.476009  0.053
H: -2.371008 -3.011371 0.075093  0.044
C: 0.311314 -2.868709 -1.018671  -0.243
C: -3.584176 -0.366621 1.090983  -0.251
C: 1.358135 -2.028826 -1.684155  -0.206
C: 0.262995 3.372575 -2.387887  -0.008
H: 1.078427 4.090160 -2.284070  0.127
H: -3.395977 -0.588859 2.148504  0.035
N: -0.195154 -0.274490 -2.400861  0.223
C: 3.699665 -1.457981 -1.978329  -0.033
C: 0.513814 2.036261 -2.052820  -0.181
H: 4.175853 0.651874 -1.603298  0.134
H: -2.263002 2.284754 2.094393  0.044
H: -3.110821 3.139513 -2.849113  0.124
H: -4.491505 0.248042 0.994749  0.064
C: -2.545320 2.238713 1.032596  -0.246
C: 2.067030 0.284152 -1.706977  -0.174
H: -3.815268 1.163333 -1.375188  0.104
C: -0.491900 1.044076 -2.300652  -0.220
Cl: 4.332680 1.785184 4.260893  0.672
C: 0.974738 -2.939611 1.767356  -0.254
Cl: 2.547702 -0.488764 4.429816  0.622
O: 2.003234 0.095147 1.644703  -0.261
C: 2.890547 0.963710 2.078548  -0.730
C: 1.041551 -0.664823 -1.998040  -0.213
C: -2.808164 0.715998 -1.387788  -0.235
C: 2.846776 1.086566 3.657415  -1.470
C: 3.410314 -0.114765 -1.759158  0.009
H: -0.602173 -2.885708 -1.627028  0.093
C: 2.677489 -2.421681 -1.883327  -0.012
H: -3.720149 -1.309912 0.547267  0.038
C: -1.009594 3.731536 -2.823860  -0.048
C: -1.841482 1.532810 -2.204627  -0.216
C: -0.880216 -0.240956 2.950113  -0.174
H: -2.197171 -2.758265 1.839736  0.037
H: -1.396804 -4.159934 1.056525  0.065
H: -3.620131 2.438299 0.914114  0.059
C: -1.689643 -3.105794 0.931446  -0.260
H: 0.550241 -2.928302 2.781164  0.051
Fe: 0.122416 0.395595 1.512987  0.413
H: 2.318385 2.260394 -0.821345  0.136
H: 0.686976 1.004029 0.049770  0.090
O: 3.613784 1.666443 1.392112  0.065
P: -0.190193 -2.097961 0.633465  0.879
H: 4.733649 -1.774055 -2.132159  0.119
C: 1.592955 1.560367 -1.234806  0.019
O: -1.362402 -0.496868 3.982144  0.154
H: -1.208281 4.733947 -3.209636  0.116
H: -2.855570 -0.308899 -1.783919  0.093
C: -2.078352 2.821674 -2.678228  -0.024
H: 1.127673 -3.972502 1.422350  0.055

Atoms 1-3, force components in eV/Å:
0.07 0.25 0.14
-0.21 -0.21 0.04
-1.20 1.03 -0.95


Computed values of energy relative to the best compared isomer or geometry (same formula, charge and spin) (unit: kcal per mole) for the preceding records, in sequence: 0.0 3.2 275.4 64.0.
Computed values of DFT total energy (unit: a.u.) for the preceding records, in sequence: -2154.6907 -1433.5610 -4330.6184 -4459.8477.